The molecule C3H10N2O at a distorted geometry, computed with the ωB97M-V functional and the def2-TZVPD basis.

```
16
Properties=species:S:1:pos:R:3
C 0.31 0.67 0.12
C 1.56 0.48 0.97
O 2.03 1.80 1.28
N -0.25 -0.61 -0.30
C -1.70 -0.63 -0.60
N -2.08 -1.68 -1.52
H 0.56 1.25 -0.77
H -0.44 1.11 0.80
H 1.27 -0.05 1.88
H 2.35 -0.03 0.43
H 2.81 1.67 1.80
H -0.01 -1.38 0.31
H -1.78 0.33 -1.10
H -2.29 -0.63 0.33
H -1.66 -2.57 -1.30
H -1.69 -1.35 -2.39
```

Summary:
strongest force on any atom	1.70	eV/A
orbital gap	9.665	eV
charge	0
E_HOMO	-8.760	eV
energy relative to the best compared isomer or geometry (same formula, charge and spin)	35.71	kcal per mole
SMILES	NCNCCO

These are the natural (NBO) partial charges, in e, on atoms 1 to 5: -0.234 -0.067 -0.717 -0.660 -0.048

=====

A cluster of 2 separate species, C3H10N2O in total at a distorted geometry, computed with the ωB97M-V functional and the def2-TZVPD basis.

```
16
Properties=species:S:1:pos:R:3
C -0.42 1.71 -0.46
C -1.03 0.82 0.64
N 1.07 -0.85 1.57
C -0.07 -1.34 0.95
N -0.97 -0.66 0.39
H -0.74 1.49 -1.52
H 0.63 1.49 -0.63
H -0.65 2.77 -0.30
H -2.15 1.18 0.68
H -0.64 1.03 1.71
H 1.25 0.17 1.64
H 1.66 -1.25 2.29
H -0.01 -2.39 0.76
H 1.17 -0.16 -1.75
H 0.21 0.40 -2.50
O 0.95 -0.16 -2.61
```

Summary:
strongest force on any atom	5.37	eV/A
orbital gap	10.137	eV
charge	0
E_HOMO	-9.384	eV
energy relative to the best compared isomer or geometry (same formula, charge and spin)	45.92	kcal per mole
SMILES	CC/N=C\N.O

These are the natural (NBO) partial charges, in e, on atoms 1 to 5: -0.620 -0.264 -0.860 0.277 -0.485

=====

A cluster of 2 separate species, C3H10N2O in total at a distorted geometry, computed with the ωB97M-V functional and the def2-TZVPD basis.

```
16
Properties=species:S:1:pos:R:3
C -2.88 -0.93 -1.02
O -2.89 0.28 -0.23
C -1.50 -1.54 -0.92
H -3.58 -1.75 -0.79
H -3.04 -0.70 -2.06
H -1.45 -2.53 -1.38
H -0.75 -0.90 -1.41
H -1.21 -1.55 0.12
N 2.90 1.83 2.09
C 3.20 1.02 1.00
N 2.89 1.41 -0.18
H 2.65 1.31 2.92
H 2.41 2.62 1.70
H 3.51 -0.02 1.14
H -3.82 0.53 -0.20
H 3.57 0.92 -0.77
```

Summary:
strongest force on any atom	2.39	eV/A
orbital gap	10.191	eV
charge	0
E_HOMO	-9.220	eV
energy relative to the best compared isomer or geometry (same formula, charge and spin)	41.67	kcal per mole
SMILES	[H]/N=C/N.CCO

These are the natural (NBO) partial charges, in e, on atoms 1 to 5: -0.075 -0.713 -0.624 0.159 0.157

=====

The molecule C3H10N2O at a distorted geometry, computed with the ωB97M-V functional and the def2-TZVPD basis.

```
16
Properties=species:S:1:pos:R:3
C 0.16 0.61 1.50
C 0.15 -0.58 -1.57
C 0.75 -0.64 0.83
N 0.02 -1.20 -0.28
N -0.77 0.54 -1.79
O -1.08 0.30 2.05
H -1.52 1.13 2.28
H -0.96 -1.31 -0.03
H -0.83 0.77 -2.78
H -0.47 1.36 -1.29
H 0.85 1.00 2.25
H 0.02 1.50 0.76
H 1.21 -0.32 -1.72
H -0.12 -1.35 -2.32
H 0.82 -1.41 1.60
H 1.77 -0.40 0.49
```

Summary:
strongest force on any atom	2.18	eV/A
orbital gap	9.571	eV
charge	0
E_HOMO	-8.658	eV
energy relative to the best compared isomer or geometry (same formula, charge and spin)	29.66	kcal per mole
SMILES	NCNCCO

These are the natural (NBO) partial charges, in e, on atoms 1 to 5: -0.067 -0.048 -0.240 -0.632 -0.855

=====

A cluster of 2 separate species, C3H10N2O in total at a distorted geometry, computed with the ωB97M-V functional and the def2-TZVPD basis.

```
16
Properties=species:S:1:pos:R:3
C 0.17 2.09 0.71
C -1.15 2.46 0.60
N 0.90 1.47 -0.36
H 0.51 2.40 1.71
H -1.72 3.04 1.25
H -1.62 2.45 -0.40
H 1.80 -1.58 0.40
H 0.44 1.51 -1.29
H 1.53 0.71 -0.19
N -0.45 -2.48 0.42
C 0.23 -2.02 -0.74
O 1.38 -1.32 -0.47
H -0.78 -1.70 0.96
H -1.22 -2.96 0.00
H -0.44 -1.25 -1.25
H 0.43 -2.83 -1.37
```

Summary:
strongest force on any atom	3.54	eV/A
orbital gap	8.967	eV
charge	0
E_HOMO	-8.085	eV
energy relative to the best compared isomer or geometry (same formula, charge and spin)	57.23	kcal per mole
SMILES	C=CN.NCO

These are the natural (NBO) partial charges, in e, on atoms 1 to 5: -0.003 -0.520 -0.848 0.203 0.198

=====

A cluster of 2 separate species, C3H10N2O in total at a distorted geometry, computed with the ωB97M-V functional and the def2-TZVPD basis.

```
16
Properties=species:S:1:pos:R:3
C -1.43 1.60 0.42
N -1.79 0.54 -0.49
O -1.39 -0.76 0.01
H -1.66 -0.85 0.94
H -2.81 0.49 -0.59
H -1.92 1.52 1.40
H -0.32 1.55 0.58
H -1.68 2.55 -0.04
C 1.71 -1.58 -0.64
C 1.43 -0.14 -0.38
N 1.58 0.52 0.68
H 1.99 -0.02 1.45
H 0.99 0.41 -1.21
H 0.76 -2.08 -0.77
H 2.25 -2.04 0.19
H 2.28 -1.70 -1.56
```

Summary:
strongest force on any atom	1.31	eV/A
orbital gap	10.271	eV
charge	0
E_HOMO	-9.278	eV
energy relative to the best compared isomer or geometry (same formula, charge and spin)	71.96	kcal per mole
SMILES	[H]/N=C\C.CNO

These are the natural (NBO) partial charges, in e, on atoms 1 to 5: -0.472 -0.317 -0.603 0.442 0.329

=====

A cluster of 2 separate species, C3H10N2O in total at a distorted geometry, computed with the ωB97M-V functional and the def2-TZVPD basis.

```
16
Properties=species:S:1:pos:R:3
C 2.36 -2.13 -1.56
C 2.25 -0.75 0.38
N 2.41 -1.92 -0.10
H 2.23 -3.20 -1.72
H 3.24 -1.77 -2.09
H 1.40 -1.76 -1.91
H 1.43 -0.62 1.11
H 2.96 0.10 0.34
H -3.83 0.89 0.50
N -1.29 1.62 1.28
C -2.13 1.85 0.11
O -3.10 0.85 -0.13
H -0.99 2.49 1.68
H -1.88 1.25 2.03
H -2.59 2.84 0.03
H -1.51 1.68 -0.77
```

Summary:
strongest force on any atom	3.31	eV/A
orbital gap	8.620	eV
charge	0
E_HOMO	-8.023	eV
energy relative to the best compared isomer or geometry (same formula, charge and spin)	89.79	kcal per mole
SMILES	C=NC.NCO

These are the natural (NBO) partial charges, in e, on atoms 1 to 5: -0.432 0.037 -0.471 0.202 0.177

=====

A cluster of 2 separate species, C3H10N2O in total, computed with the ωB97M-V functional and the def2-TZVPD basis.

```
16
Properties=species:S:1:pos:R:3
C 0.53 1.12 2.20
N 0.34 0.40 0.94
C -0.33 -0.87 1.14
H 1.23 0.56 2.82
H -0.42 1.28 2.73
H 1.01 2.07 1.99
H -0.25 0.96 0.35
H -1.16 -0.85 1.87
H -0.78 -1.23 0.21
H 0.35 -1.62 1.54
C 0.50 -0.36 -2.36
N -0.78 -0.24 -2.80
O 1.34 0.48 -2.59
H 0.75 -1.23 -1.74
H -1.44 -1.00 -2.90
H -0.89 0.54 -3.42
```

Summary:
strongest force on any atom	0.63	eV/A
orbital gap	9.798	eV
charge	0
E_HOMO	-8.916	eV
energy relative to the best compared isomer or geometry (same formula, charge and spin)	22.54	kcal per mole
SMILES	NC=O.CNC

These are the natural (NBO) partial charges, in e, on atoms 1 to 5: -0.415 -0.610 -0.416 0.191 0.163

=====

A cluster of 2 separate species, C3H10N2O2 in total at a distorted geometry, computed with the ωB97M-V functional and the def2-TZVPD basis.

```
17
Properties=species:S:1:pos:R:3
O -2.27 2.09 -1.35
C -1.80 1.08 -0.82
C -1.11 1.20 0.58
N -0.21 0.00 0.80
C 1.26 0.50 0.75
N 2.19 -0.54 1.15
H -1.22 0.26 -1.48
H -0.47 2.10 0.53
H -1.71 1.59 1.49
H -0.33 -0.62 1.67
H 1.36 1.32 1.45
H 1.55 0.66 -0.38
H 1.95 -1.37 0.66
H 3.15 -0.19 0.86
H -0.18 -3.18 -1.80
H -1.47 -2.52 -2.32
O -0.69 -2.37 -1.77
```

Summary:
strongest force on any atom	4.00	eV/A
orbital gap	9.710	eV
charge	0
E_HOMO	-9.042	eV
energy relative to the best compared isomer or geometry (same formula, charge and spin)	83.18	kcal per mole
SMILES	NCNCC=O.O

These are the natural (NBO) partial charges, in e, on atoms 1 to 5: -0.523 0.409 -0.358 -0.666 -0.045

=====

A structure of composition C3H10N2O2 at a distorted geometry, computed with the ωB97M-V functional and the def2-TZVPD basis.

```
17
Properties=species:S:1:pos:R:3
C -0.82 -0.83 -0.30
C 0.49 -0.18 -0.61
C 1.21 0.74 0.32
N -1.06 0.69 -1.09
N -1.74 1.59 -0.24
O -1.17 -0.95 0.92
O 1.22 -2.05 0.71
H 0.36 -1.84 1.18
H 1.91 -2.17 1.37
H -1.25 0.88 -2.07
H -1.06 -1.63 -1.01
H 1.00 -0.47 -1.53
H -1.09 2.22 0.22
H -2.20 1.03 0.49
H 0.66 0.89 1.25
H 2.20 0.35 0.55
H 1.34 1.72 -0.16
```

Summary:
strongest force on any atom	3.16	eV/A
orbital gap	9.542	eV
charge	0
E_HOMO	-8.725	eV
energy relative to the best compared isomer or geometry (same formula, charge and spin)	101.76	kcal per mole

These are the natural (NBO) partial charges, in e, on atoms 1 to 5: 0.295 0.066 -0.679 -0.434 -0.637

=====

A cluster of 2 separate species, C3H10N2O2 in total at a distorted geometry, computed with the ωB97M-V functional and the def2-TZVPD basis.

```
17
Properties=species:S:1:pos:R:3
C -0.08 1.09 0.38
N -0.72 0.10 1.09
C -0.26 -1.28 1.48
C 0.91 -1.67 0.48
N 2.14 -0.88 0.56
O -0.56 1.96 -0.35
H 0.93 0.83 -0.01
H -1.58 0.28 1.62
H 0.01 -1.10 2.53
H -1.10 -1.91 1.28
H 0.49 -1.59 -0.58
H 0.98 -2.78 0.52
H 1.99 -0.01 1.02
H 2.64 -0.93 -0.28
H -1.89 0.61 -2.20
H -0.67 1.34 -2.57
O -1.34 0.78 -3.01
```

Summary:
strongest force on any atom	3.95	eV/A
orbital gap	10.010	eV
charge	0
E_HOMO	-9.332	eV
energy relative to the best compared isomer or geometry (same formula, charge and spin)	61.94	kcal per mole
SMILES	NCCNC=O.O

These are the natural (NBO) partial charges, in e, on atoms 1 to 5: 0.491 -0.642 -0.216 -0.237 -0.850

=====

The molecule C3H10N2O2 at a distorted geometry, computed with the ωB97M-V functional and the def2-TZVPD basis.

```
17
Properties=species:S:1:pos:R:3
C 1.72 -0.66 0.38
C 0.39 -0.03 -0.04
C -0.77 -0.32 0.89
H 2.49 0.65 -0.92
H 3.63 -0.46 -0.32
H 1.97 -0.18 1.36
H 1.68 -1.74 0.41
H 0.03 -0.19 -1.07
H -0.28 1.78 0.07
H -1.00 -1.40 1.07
H -0.65 0.21 1.85
H -2.97 0.18 -1.32
H -3.24 -1.01 -0.41
N 2.69 -0.29 -0.69
N -2.50 -0.48 -0.79
O 0.60 1.41 0.06
O -1.97 0.29 0.23
```

Summary:
strongest force on any atom	2.96	eV/A
orbital gap	10.179	eV
charge	0
E_HOMO	-9.215	eV
energy relative to the best compared isomer or geometry (same formula, charge and spin)	83.13	kcal per mole
SMILES	NC[C@H](O)CON

These are the natural (NBO) partial charges, in e, on atoms 1 to 5: -0.238 0.042 -0.096 0.371 0.356

=====

A cluster of 2 separate species, C3H10N2O2 in total at a distorted geometry, computed with the ωB97M-V functional and the def2-TZVPD basis.

```
17
Properties=species:S:1:pos:R:3
O -0.56 1.58 2.83
C -0.41 0.58 2.10
C 0.84 0.61 1.30
N 0.66 -0.16 0.10
C 0.67 0.77 -1.04
N 0.78 0.06 -2.27
H -0.85 -0.42 2.26
H 1.44 1.62 1.23
H 1.61 0.06 1.90
H 1.33 -0.83 -0.14
H 1.63 1.27 -0.98
H -0.24 1.49 -1.15
H 0.09 -0.73 -2.47
H 0.90 0.81 -2.93
H -2.41 -2.92 -0.58
H -3.21 -1.72 -0.02
O -2.27 -2.07 -0.15
```

Summary:
strongest force on any atom	5.06	eV/A
orbital gap	9.514	eV
charge	0
E_HOMO	-8.864	eV
energy relative to the best compared isomer or geometry (same formula, charge and spin)	78.10	kcal per mole
SMILES	NCNCC=O.O

These are the natural (NBO) partial charges, in e, on atoms 1 to 5: -0.530 0.408 -0.341 -0.634 -0.036

=====

A cluster of 2 separate species, C3H10N2O2 in total at a distorted geometry, computed with the ωB97M-V functional and the def2-TZVPD basis.

```
17
Properties=species:S:1:pos:R:3
O 1.01 -1.12 -0.69
C 0.17 -1.03 0.19
N -0.10 0.15 0.85
C 0.67 1.36 0.46
N -0.13 2.57 0.44
C -0.53 -2.27 0.70
H -0.13 0.06 1.86
H 1.05 1.13 -0.52
H 1.51 1.60 1.11
H -0.98 2.41 -0.09
H -0.44 2.83 1.37
H 0.16 -2.89 1.25
H -0.97 -2.77 -0.15
H -1.36 -1.94 1.34
H 0.60 -0.42 -3.07
H -0.41 0.08 -2.07
O -0.11 0.24 -2.97
```

Summary:
strongest force on any atom	1.69	eV/A
orbital gap	10.326	eV
charge	0
E_HOMO	-9.678	eV
energy relative to the best compared isomer or geometry (same formula, charge and spin)	20.83	kcal per mole
SMILES	CC(=O)NCN.O

These are the natural (NBO) partial charges, in e, on atoms 1 to 5: -0.621 0.682 -0.657 -0.079 -0.813

=====

A cluster of 2 separate species, C3H10N2O2 in total at a distorted geometry, computed with the ωB97M-V functional and the def2-TZVPD basis.

```
17
Properties=species:S:1:pos:R:3
N 1.10 0.68 -1.25
C 1.38 -0.64 -0.72
O 2.41 -1.22 -0.96
O 0.42 -1.12 0.02
H 1.89 1.23 -0.91
H 1.29 0.65 -2.25
C -1.14 0.80 2.06
C -1.62 1.14 0.65
N -1.91 -0.10 -0.11
H -1.11 1.69 2.69
H -1.82 0.07 2.53
H -0.18 0.31 2.04
H -2.50 1.79 0.75
H -0.86 1.70 0.12
H -0.56 -0.66 -0.08
H -2.30 0.09 -1.03
H -2.56 -0.68 0.40
```

Summary:
strongest force on any atom	1.14	eV/A
orbital gap	10.060	eV
charge	0
E_HOMO	-9.335	eV
energy relative to the best compared isomer or geometry (same formula, charge and spin)	15.29	kcal per mole
SMILES	NC(=O)O.CCN

These are the natural (NBO) partial charges, in e, on atoms 1 to 5: -0.937 0.884 -0.616 -0.724 0.378

=====

A cluster of 2 separate species, C3H10N2O2 in total at a distorted geometry, computed with the ωB97M-V functional and the def2-TZVPD basis.

```
17
Properties=species:S:1:pos:R:3
N 0.14 1.68 -1.07
C -0.50 0.40 -1.38
C 0.32 -0.75 -0.80
N -0.13 -1.25 0.38
C 0.71 -2.08 1.18
O 1.32 -1.13 -1.37
H 1.14 1.47 -1.04
H -0.01 2.31 -1.85
H -1.48 0.31 -0.90
H -0.69 0.13 -2.43
H -0.75 -0.61 0.85
H 0.17 -2.48 2.04
H 1.02 -2.94 0.59
H 1.60 -1.65 1.65
H -0.80 2.15 0.60
H -0.89 2.57 2.08
O -1.16 1.88 1.46
```

Summary:
strongest force on any atom	1.91	eV/A
orbital gap	10.458	eV
charge	0
E_HOMO	-9.625	eV
energy relative to the best compared isomer or geometry (same formula, charge and spin)	17.56	kcal per mole
SMILES	CNC(=O)CN.O

These are the natural (NBO) partial charges, in e, on atoms 1 to 5: -0.846 -0.314 0.666 -0.614 -0.421